Below is a cluster of 2 separate species, C6H14NO in total at a distorted geometry, with properties calculated with ωB97M-V/def2-TZVPD.

Geometry (Å):
C1 0.97540 -0.84534 -1.41165
C2 1.38384 -0.20137 -0.10191
C3 0.43726 0.85898 0.41510
C4 0.08382 1.86480 -0.37289
C5 -0.44823 1.80617 2.57791
C6 0.18842 0.88633 1.87149
N1 0.13837 -2.08858 -1.13366
H1 1.75295 -1.16039 -2.07948
H2 0.27926 -0.16011 -1.89201
H3 2.36606 0.25167 -0.22514
H4 1.53653 -0.90556 0.68597
H5 0.31510 1.95362 -1.43560
H6 -0.56617 2.69889 -0.12006
H7 -0.89998 2.68757 2.14080
H8 -0.41269 1.75344 3.65423
H9 0.56115 0.00208 2.38877
H10 -0.80877 -1.84460 -0.74330
H11 0.66757 -2.79082 -0.62557
H12 -0.07608 -2.51408 -2.03583
H13 -3.12466 -1.17605 -0.27781
H14 -2.15972 -0.12877 -0.89419
O1 -2.18943 -0.94787 -0.38517

The charge is +1. The calculation puts the electronic energy at -366.72553 Ha. As for the largest force on an atom: 0.0326 hartree/bohr.